{"formula": "C45H53BF5HgN7P2", "method": "wB97M-V/def2-TZVPD", "e_above_lowest_ev": 0.000, "spin_multiplicity": 2, "s_squared": 0.76, "charge": -1, "max_force_ev_per_a": 0.94, "species": ["Hg", "C", "C", "C", "C", "C", "N", "N", "B", "N", "N", "C", "C", "C", "C", "C", "N", "N", "C", "C", "C", "C", "C", "H", "H", "H", "H", "H", "H", "H", "H", "H", "H", "H", "H", "H", "H", "H", "H", "H", "H", "H", "H", "H", "H", "N", "C", "C", "C", "C", "C", "C", "P", "C", "C", "C", "C", "C", "C", "C", "C", "C", "C", "C", "C", "H", "H", "H", "H", "H", "H", "H", "H", "H", "H", "H", "H", "H", "H", "H", "H", "C", "C", "P", "C", "C", "C", "C", "H", "H", "H", "H", "H", "H", "H", "H", "H", "H", "H", "H", "H", "H", "H", "F", "C", "C", "C", "F", "C", "F", "C", "F", "C", "F"], "xyz": [[0.7760, 0.2095, -0.2066], [0.5770, -2.8037, -2.7842], [0.9637, -3.2761, -1.4203], [1.5311, -4.5127, -1.0646], [1.6939, -4.4498, 0.3052], [2.2765, -5.4877, 1.2089], [1.2415, -3.2425, 0.7147], [0.7962, -2.5330, -0.3386], [1.2323, -2.7195, 2.1679], [2.3845, -1.7104, 2.3893], [2.5361, -0.6071, 1.6372], [3.6649, -0.0226, 2.0001], [4.1861, 1.2150, 1.3494], [4.2665, -0.7617, 3.0337], [3.4193, -1.8310, 3.2505], [3.5782, -2.9266, 4.2539], [-0.1202, -2.0583, 2.5281], [-0.7476, -1.1685, 1.7294], [-1.9017, -0.8669, 2.3030], [-2.8635, 0.0734, 1.6582], [-2.0357, -1.5756, 3.5105], [-0.8782, -2.3205, 3.6183], [-0.4767, -3.2406, 4.7247], [-0.4587, -3.0649, -3.0167], [0.6876, -1.7213, -2.8508], [1.2156, -3.2694, -3.5348], [1.7933, -5.3310, -1.7157], [2.5098, -6.3824, 0.6340], [3.1954, -5.1241, 1.6731], [1.5801, -5.7546, 2.0049], [1.4032, -3.6473, 2.8979], [3.5041, 1.5461, 0.5659], [4.3141, 2.0192, 2.0774], [5.1590, 1.0176, 0.8969], [5.1957, -0.5485, 3.5369], [4.4926, -2.7625, 4.8220], [2.7389, -2.9535, 4.9500], [3.6402, -3.9021, 3.7699], [-2.3962, 0.4931, 0.7693], [-3.7747, -0.4468, 1.3558], [-3.1463, 0.8801, 2.3382], [-2.8550, -1.5462, 4.2109], [-1.2802, -3.3050, 5.4569], [-0.2653, -4.2431, 4.3512], [0.4210, -2.8738, 5.2257], [-2.2012, -1.0187, -1.6267], [-3.2154, -0.4242, -2.3146], [-4.3510, -1.1722, -2.6749], [-5.3782, -0.6067, -3.3988], [-5.3260, 0.7330, -3.7693], [-4.2416, 1.4948, -3.3746], [-3.1842, 0.9464, -2.6525], [-1.7604, 1.9960, -2.1287], [-1.2394, 2.7083, -3.7322], [-0.4361, 3.8496, -3.7278], [0.1510, 4.3068, -4.8952], [-0.0575, 3.6309, -6.0889], [-0.8538, 2.4973, -6.1037], [-1.4370, 2.0338, -4.9342], [-2.7267, 3.3863, -1.3985], [-3.1567, 4.5147, -2.0930], [-3.9244, 5.4799, -1.4563], [-4.2731, 5.3309, -0.1220], [-3.8426, 4.2139, 0.5795], [-3.0687, 3.2537, -0.0528], [-1.3086, -0.5663, -1.5211], [-2.2035, -2.0096, -1.4652], [-4.3975, -2.2151, -2.3812], [-6.2253, -1.2165, -3.6883], [-6.1210, 1.1736, -4.3570], [-4.2103, 2.5457, -3.6334], [-0.2573, 4.3768, -2.7980], [0.7939, 5.1781, -4.8729], [0.4134, 3.9771, -7.0001], [-0.9988, 1.9494, -7.0266], [-2.0351, 1.1324, -4.9486], [-2.8946, 4.6461, -3.1352], [-4.2571, 6.3558, -2.0002], [-4.8688, 6.0873, 0.3740], [-4.1044, 4.0945, 1.6243], [-2.7163, 2.3898, 0.4962], [-2.0287, 3.3503, 4.0022], [-1.0920, 4.0814, 3.0399], [-0.0689, 2.9375, 1.9713], [0.9254, 4.3049, 1.1792], [1.4607, 3.9279, -0.2010], [1.1696, 2.3473, 3.2199], [0.7465, 1.0563, 3.9222], [-2.8024, 4.0215, 4.3817], [-1.4827, 2.9511, 4.8565], [-2.5151, 2.5165, 3.4910], [-0.4333, 4.7677, 3.5815], [-1.6868, 4.6735, 2.3389], [1.7420, 4.5893, 1.8491], [0.2565, 5.1634, 1.0774], [2.1693, 3.1004, -0.1508], [1.9652, 4.7775, -0.6670], [0.6337, 3.6155, -0.8398], [1.3766, 3.1502, 3.9353], [2.0833, 2.1450, 2.6570], [-0.1401, 1.1997, 4.5406], [1.5539, 0.6829, 4.5563], [0.5215, 0.2918, 3.1786], [4.1807, -0.9066, -0.7408], [3.8725, -0.1741, -1.8343], [2.5572, 0.1006, -2.1485], [2.3723, 0.7734, -3.3343], [1.1110, 1.0189, -3.7665], [3.4023, 1.1926, -4.1601], [3.1622, 1.8416, -5.3165], [4.7072, 0.9442, -3.7778], [5.7318, 1.3532, -4.5426], [4.9439, 0.2463, -2.6082], [6.2176, 0.0030, -2.2382]], "forces_ev_per_angstrom": [[0.7762, -0.4233, -0.3142], [-0.0485, 0.0502, 0.1335], [0.1206, -0.2103, 0.0881], [-0.0196, 0.0325, 0.0769], [0.0038, -0.1174, -0.2274], [-0.0502, 0.1846, 0.0655], [-0.0199, -0.3938, 0.2425], [-0.1154, 0.4727, -0.3695], [-0.1503, 0.4612, -0.2854], [0.2800, -0.3166, 0.3574], [-0.2307, 0.3828, -0.3915], [0.0770, -0.1441, 0.2750], [-0.0649, -0.0533, -0.0119], [-0.0493, 0.0204, -0.0358], [0.2060, 0.2091, 0.0467], [-0.1253, -0.0407, -0.1350], [-0.1716, -0.3456, 0.1591], [-0.0406, 0.1937, -0.2199], [0.0612, -0.1472, 0.1148], [0.1036, -0.1035, 0.0008], [0.0393, 0.0248, 0.0205], [-0.1661, 0.0947, 0.0153], [0.0879, 0.0082, -0.1401], [0.0076, 0.0124, -0.0365], [-0.0045, -0.0097, -0.0556], [0.0094, 0.0439, -0.0390], [0.0155, -0.0149, 0.0140], [0.0112, 0.0075, -0.0208], [0.0039, -0.0603, 0.0416], [0.0453, -0.0343, 0.0223], [0.0494, -0.0437, 0.1092], [0.0363, 0.0012, -0.0075], [-0.0231, 0.0341, -0.0226], [-0.0149, 0.0226, -0.0605], [0.0028, -0.0311, 0.0393], [0.0083, 0.0062, -0.0019], [0.0125, -0.0450, 0.0126], [-0.0079, -0.0354, 0.0565], [-0.0176, -0.0345, -0.0050], [-0.0191, 0.0258, -0.0400], [-0.0036, -0.0172, -0.0574], [-0.0067, -0.0090, 0.0094], [-0.0101, 0.0303, 0.0040], [0.0213, -0.0088, 0.0460], [-0.0038, -0.0594, 0.0399], [0.0096, -0.1624, 0.0620], [-0.0642, 0.2278, -0.0464], [0.0187, -0.1124, 0.0061], [0.0954, -0.0189, 0.0237], [-0.1058, 0.1228, -0.0932], [-0.0851, -0.2061, 0.0408], [0.1891, -0.0071, 0.0484], [-0.4464, 0.1102, -0.1708], [0.0887, -0.0833, 0.0206], [0.0074, -0.0330, -0.0139], [0.0125, 0.0480, -0.0087], [-0.0011, -0.0215, -0.0417], [0.0405, -0.0339, -0.0642], [-0.0137, 0.0881, 0.0797], [0.1134, -0.0090, -0.0142], [-0.0311, 0.0236, 0.0456], [-0.0369, 0.0741, 0.0333], [0.0139, 0.0181, 0.0366], [-0.0429, -0.0080, 0.0286], [0.0197, 0.0161, -0.0563], [-0.0026, 0.0758, 0.0580], [-0.0178, 0.0114, 0.0057], [0.0027, -0.0106, -0.0344], [-0.0121, -0.0117, 0.0279], [-0.0204, 0.0138, 0.0431], [0.0263, 0.0270, -0.0227], [0.0322, -0.0012, 0.0126], [-0.0317, 0.0223, 0.0180], [0.0113, 0.0000, -0.0007], [-0.0247, 0.0164, -0.0084], [-0.0016, -0.0118, -0.0339], [0.0104, -0.0172, -0.0042], [0.0232, -0.0171, -0.0434], [-0.0111, 0.0013, -0.0137], [0.0073, -0.0175, 0.0046], [-0.0210, 0.1361, 0.0086], [0.0889, 0.1058, -0.0985], [-0.0719, -0.2927, -0.0799], [0.0655, 0.5324, 0.3265], [-0.0448, -0.2936, -0.1752], [-0.0132, 0.0976, 0.1284], [-0.1659, -0.1963, -0.1078], [0.0514, 0.0645, -0.0707], [-0.0107, -0.0272, 0.0412], [-0.0365, -0.0603, 0.0050], [-0.0333, 0.0220, 0.1133], [0.0061, 0.0266, -0.0267], [0.0511, 0.0345, 0.0001], [-0.0418, 0.0720, 0.0424], [0.0130, 0.0163, 0.0552], [-0.0330, -0.0136, -0.0420], [0.0163, -0.0266, -0.0557], [0.0661, -0.0663, -0.0833], [0.0582, 0.0320, -0.0341], [0.0287, 0.0703, 0.0153], [-0.0127, -0.0332, 0.0141], [-0.0005, -0.0192, 0.0133], [0.0021, 0.0240, 0.1031], [0.1010, 0.0258, 0.0060], [-0.2616, 0.0187, -0.1651], [-0.0633, 0.1546, 0.3945], [-0.0038, -0.2478, 0.2654], [-0.0578, 0.1362, -0.0908], [-0.1121, 0.0820, -0.0272], [0.0290, -0.0014, -0.0198], [-0.0840, -0.0752, 0.0579], [0.0377, 0.0250, -0.0428], [0.0460, -0.0091, 0.1301], [0.0182, -0.0484, -0.0386]], "lowdin_charge": [0.84, -0.05, -0.36, 0.00, -0.29, -0.04, 0.02, 0.06, -0.52, 0.03, 0.06, -0.38, -0.05, 0.00, -0.28, -0.03, 0.01, 0.05, -0.36, -0.05, 0.00, -0.29, -0.03, 0.06, 0.04, 0.07, 0.10, 0.07, 0.07, 0.07, 0.10, 0.04, 0.07, 0.08, 0.10, 0.07, 0.06, 0.07, 0.02, 0.08, 0.05, 0.10, 0.07, 0.07, 0.07, 0.12, -0.33, -0.05, -0.11, -0.11, -0.11, -0.31, 1.10, -0.40, -0.12, -0.09, -0.10, -0.08, -0.10, -0.36, -0.10, -0.09, -0.10, -0.09, -0.11, -0.03, 0.10, 0.10, 0.10, 0.09, 0.10, 0.09, 0.10, 0.10, 0.10, 0.10, 0.10, 0.10, 0.10, 0.10, 0.04, -0.16, -0.43, 0.94, -0.42, -0.18, -0.41, -0.15, 0.06, 0.06, 0.04, 0.07, 0.05, 0.07, 0.07, 0.03, 0.07, 0.02, 0.08, 0.04, 0.05, 0.07, 0.03, 0.05, -0.28, -0.06, -0.28, 0.03, -0.16, 0.08, -0.16, 0.09, -0.16, 0.08]}



{"formula": "C45H54AgGeI2N3OSi2Te", "method": "wB97M-V/def2-TZVPD", "e_above_lowest_ev": 1.519, "spin_multiplicity": 1, "charge": -2, "max_force_ev_per_a": 0.55, "species": ["Ag", "I", "C", "C", "C", "I", "C", "O", "C", "C", "N", "C", "C", "C", "C", "C", "C", "N", "C", "H", "H", "H", "H", "H", "H", "H", "H", "H", "H", "H", "C", "C", "C", "N", "C", "C", "H", "H", "H", "H", "H", "C", "Si", "C", "C", "C", "Te", "C", "Si", "C", "C", "C", "H", "H", "H", "H", "H", "H", "H", "H", "H", "H", "H", "H", "H", "H", "H", "H", "H", "H", "H", "H", "H", "H", "C", "Ge", "C", "C", "C", "C", "C", "C", "C", "C", "C", "C", "C", "C", "C", "C", "C", "C", "C", "C", "H", "H", "H", "H", "H", "H", "H", "H", "H", "H", "H", "H", "H", "H", "H", "H"], "xyz": [[0.3460, 0.1514, -1.3289], [-0.7272, -7.8136, 2.0267], [-0.3566, -5.8345, 1.4505], [0.0037, -4.8924, 2.4061], [0.2321, -3.5874, 1.9980], [0.8519, -2.1575, 3.3821], [0.0781, -3.1339, 0.6471], [0.2015, -1.9125, 0.3205], [-0.2216, -4.1710, -0.3009], [-0.1955, -3.8595, -1.7720], [-1.1595, -2.8537, -2.2288], [-1.2568, -2.8372, -3.6716], [-1.2535, -1.4767, -4.3353], [-1.5420, -1.4144, -5.7064], [-1.4205, -0.2132, -6.3658], [-0.9994, 0.9014, -5.6578], [-0.7439, 0.7537, -4.3030], [-0.8995, -0.4008, -3.6545], [-0.4449, -5.4754, 0.1076], [0.1190, -5.1663, 3.4458], [-0.4135, -4.7872, -2.3042], [0.8277, -3.5643, -2.0505], [-0.8919, -1.9493, -1.8628], [-2.1546, -3.3715, -4.0063], [-0.4109, -3.3715, -4.1306], [-1.8365, -2.3175, -6.2309], [-1.6312, -0.1473, -7.4285], [-0.8541, 1.8629, -6.1352], [-0.3538, 1.5743, -3.7049], [-0.6919, -6.2254, -0.6370], [-1.3357, 4.7837, -2.7820], [-0.2693, 4.5836, -1.9294], [-0.2557, 3.4457, -1.1263], [-1.2420, 2.5532, -1.1398], [-2.2513, 2.7372, -1.9853], [-2.3511, 3.8380, -2.8280], [-1.3659, 5.6536, -3.4286], [0.5674, 5.2688, -1.8946], [0.5901, 3.2214, -0.4858], [-3.0061, 1.9510, -1.9999], [-3.1931, 3.9345, -3.5039], [-5.6440, -1.8966, 0.9927], [-4.0243, -2.7489, 1.3982], [-4.3873, -3.9290, 2.8059], [-3.5243, -3.7452, -0.0893], [-2.6961, -1.6096, 1.9984], [-1.8646, -0.0463, 0.7628], [-3.5583, 1.2613, 1.2101], [-3.2786, 2.3688, 2.6702], [-1.9587, 3.6353, 2.3659], [-2.8392, 1.3766, 4.1878], [-4.8711, 3.3009, 3.0345], [-6.3918, -2.6718, 0.7878], [-5.5546, -1.2657, 0.1011], [-6.0153, -1.2746, 1.8151], [-5.1547, -4.6575, 2.5168], [-4.7409, -3.3914, 3.6938], [-3.4816, -4.4803, 3.0844], [-4.4048, -3.9905, -0.6943], [-3.0391, -4.6808, 0.2150], [-2.8088, -3.1968, -0.7175], [-1.8373, -2.2425, 2.2602], [-3.0125, -1.1187, 2.9260], [-4.3943, 0.5900, 1.4091], [-3.8153, 1.8489, 0.3241], [-1.0178, 3.1608, 2.0719], [-1.7721, 4.2117, 3.2803], [-2.2504, 4.3298, 1.5683], [-2.0823, 0.6203, 3.9493], [-3.7146, 0.8686, 4.6091], [-2.4208, 2.0338, 4.9576], [-5.1832, 3.8772, 2.1548], [-4.7367, 4.0022, 3.8683], [-5.6867, 2.6138, 3.2944], [2.0514, 1.3448, -1.8219], [3.3789, 1.1816, -0.5561], [5.1005, 2.0765, -1.0553], [6.3645, 1.4894, -0.9519], [7.5226, 2.1716, -1.3283], [7.4393, 3.4689, -1.8190], [6.1890, 4.0718, -1.9410], [5.0395, 3.3807, -1.5681], [2.9207, 2.0544, 1.1902], [1.7131, 1.7080, 1.8224], [1.3416, 2.2616, 3.0443], [2.1689, 3.1877, 3.6735], [3.3741, 3.5393, 3.0747], [3.7429, 2.9755, 1.8520], [4.0006, -0.5825, 0.1682], [4.8446, -0.7127, 1.2767], [5.1511, -1.9602, 1.8166], [4.6015, -3.1109, 1.2580], [3.7512, -3.0029, 0.1621], [3.4572, -1.7500, -0.3725], [2.4940, 1.0889, -2.7959], [6.4481, 0.4755, -0.5700], [8.4903, 1.6895, -1.2358], [8.3375, 4.0034, -2.1100], [6.1126, 5.0814, -2.3322], [4.0619, 3.8438, -1.6866], [1.0581, 0.9736, 1.3596], [0.4055, 1.9575, 3.5056], [1.8823, 3.6215, 4.6266], [4.0292, 4.2562, 3.5588], [4.6904, 3.2656, 1.4058], [5.2535, 0.1807, 1.7464], [5.7958, -2.0348, 2.6874], [4.8144, -4.0821, 1.6910], [3.2925, -3.8937, -0.2554], [2.7551, -1.6540, -1.1976]], "forces_ev_per_angstrom": [[0.5493, -0.0430, 0.0029], [-0.0159, -0.0345, 0.0133], [0.0240, 0.1049, -0.0090], [0.0133, 0.1328, -0.2561], [-0.0445, -0.1658, -0.0274], [0.0909, 0.0674, 0.0478], [0.0161, -0.0271, 0.0256], [-0.1440, -0.2667, -0.0894], [0.0901, -0.1534, 0.1072], [-0.0473, 0.0884, 0.0445], [0.0379, -0.2166, -0.1183], [0.0343, 0.1805, 0.0635], [-0.1531, -0.0920, -0.3911], [-0.0046, -0.2175, 0.2318], [-0.0445, 0.0445, -0.2350], [0.0754, 0.1192, 0.2527], [0.0634, 0.2781, -0.1293], [0.0843, -0.2145, 0.2131], [0.0915, 0.1577, 0.0877], [-0.0091, 0.0034, 0.0092], [-0.0227, -0.0703, -0.0673], [0.0642, 0.0585, -0.0162], [0.0530, 0.1568, -0.0035], [-0.0521, -0.0333, 0.0145], [0.0697, -0.0210, 0.0240], [-0.0007, 0.0416, 0.0158], [0.0031, -0.0007, 0.0395], [-0.0102, -0.0518, 0.0291], [-0.0469, -0.0414, -0.0123], [0.0084, 0.0155, 0.0226], [-0.0108, 0.0812, -0.1426], [0.0716, -0.0618, 0.1343], [0.1700, 0.0294, 0.0017], [-0.3099, -0.0139, 0.1022], [-0.0740, 0.1236, -0.0558], [-0.0785, -0.2050, 0.0569], [-0.0150, 0.0129, 0.0065], [-0.0175, -0.0033, 0.0083], [-0.0510, 0.0246, -0.0371], [0.0288, 0.0932, 0.0206], [0.0442, 0.0067, 0.0250], [-0.1688, 0.2532, -0.0475], [-0.0533, -0.1522, -0.1988], [-0.0713, -0.1499, 0.2901], [0.1289, -0.0537, -0.0905], [0.3209, 0.1776, 0.1600], [-0.3274, 0.1018, 0.1555], [0.0030, -0.1339, -0.1788], [-0.0407, -0.0225, -0.0042], [0.2336, 0.1884, -0.1551], [0.1008, -0.1930, 0.2072], [-0.2632, 0.1247, 0.0662], [0.0164, 0.0947, -0.0052], [-0.0090, -0.0503, 0.0893], [0.0181, -0.0522, -0.0653], [0.0764, 0.0495, 0.0520], [0.0162, -0.0794, -0.0525], [-0.0895, 0.0382, -0.0371], [0.0602, -0.0123, 0.0105], [-0.0714, 0.1466, -0.0572], [-0.2331, -0.1593, 0.0262], [-0.1669, 0.1744, -0.0195], [0.0706, -0.0620, -0.0608], [-0.0971, -0.0387, -0.0562], [0.0869, -0.0761, -0.0074], [-0.0681, 0.0829, -0.0285], [-0.0014, -0.0164, -0.1136], [0.0628, -0.0713, 0.0885], [-0.0436, 0.0965, 0.0631], [0.0993, 0.0177, -0.0311], [-0.0587, -0.0593, -0.0032], [0.0122, -0.0428, 0.1149], [-0.0441, -0.0786, -0.0971], [0.0955, 0.1019, -0.0336], [-0.3987, 0.1772, -0.3141], [0.1945, 0.0716, 0.3374], [0.1598, 0.1799, -0.0144], [0.0321, 0.0985, -0.0281], [-0.1513, 0.0148, 0.0049], [-0.1186, -0.0356, 0.0152], [-0.0204, -0.1140, 0.0364], [0.1405, -0.0808, 0.0063], [-0.1266, 0.0617, 0.2233], [0.2133, 0.0564, 0.0195], [0.0911, -0.0412, -0.0815], [0.0715, -0.0496, -0.0763], [-0.1008, -0.0805, -0.0951], [-0.1992, -0.0505, -0.0002], [0.0105, -0.2987, 0.1159], [-0.0337, -0.1195, -0.0324], [-0.0841, 0.0579, -0.0971], [-0.0305, 0.1039, -0.0546], [0.0282, 0.1138, 0.0376], [0.1420, -0.0218, 0.1875], [-0.0908, -0.0610, -0.1022], [-0.0021, 0.0594, -0.0185], [0.0019, -0.0105, -0.0019], [-0.0088, 0.0030, 0.0041], [-0.0008, -0.0007, 0.0024], [0.0736, -0.0354, 0.0154], [0.0468, 0.0393, 0.0070], [0.0629, 0.0108, -0.0150], [0.0093, -0.0099, -0.0306], [0.0169, 0.0021, 0.0074], [-0.0302, -0.0137, -0.0071], [-0.0233, -0.0475, -0.0268], [-0.0109, 0.0041, -0.0235], [-0.0050, -0.0042, -0.0035], [-0.0058, 0.0002, 0.0046], [0.0209, -0.0117, 0.0074]], "lowdin_charge": [0.56, 0.73, -0.77, -0.25, -0.65, 0.91, -0.51, -0.31, -0.17, -0.17, -0.05, -0.18, -0.26, -0.05, -0.10, -0.07, -0.14, 0.09, -0.16, 0.07, 0.11, 0.12, 0.03, 0.11, 0.12, 0.10, 0.10, 0.10, 0.08, 0.09, -0.11, -0.07, -0.17, 0.01, -0.20, -0.10, 0.09, 0.10, 0.07, 0.10, 0.09, -0.20, 0.38, -0.19, -0.16, -0.57, 1.25, -0.57, 0.35, -0.18, -0.19, -0.20, 0.02, 0.03, 0.02, 0.03, 0.02, 0.03, 0.03, 0.03, 0.01, -0.05, 0.00, -0.02, -0.01, 0.01, 0.03, 0.03, 0.01, 0.03, 0.03, 0.02, 0.02, 0.02, -0.48, 0.71, -0.26, -0.11, -0.12, -0.14, -0.12, -0.12, -0.25, -0.13, -0.12, -0.12, -0.12, -0.12, -0.27, -0.13, -0.12, -0.13, -0.11, -0.12, -0.17, 0.08, 0.08, 0.08, 0.08, 0.09, 0.03, 0.09, 0.08, 0.08, 0.08, 0.09, 0.08, 0.08, 0.09, 0.06]}